Arrangement P

DFT (the ωB97M-V functional and the def2-TZVPD basis) results for a 2-piece molecular cluster, CHClNOP overall.

Orbital gap (alpha / beta) = 7.7168 / 7.7207 eV
2S+1 = 1

Cartesian coordinates (Å):
C -1.320 0.861 0.727
N -0.202 1.087 0.408
O -2.419 0.925 1.098
P 1.036 -1.061 -0.027
Cl 0.569 -1.293 -1.985
H 2.336 -0.519 -0.221

Atom charges from the Löwdin analysis, given in e for atoms 1 to 2: number 1, C, carries -0.61; number 2, N, carries 0.01

***

Arrangement Q

DFT (the ωB97M-V functional and the def2-TZVPD basis) results for a 2-piece molecular cluster, CHClNOP overall.

Orbital gap (alpha / beta) = 4.7081 / 8.9470 eV
2S+1 = 1

Cartesian coordinates (Å):
C -2.286 -0.735 -1.845
N -2.041 -1.877 -1.982
O -2.408 0.369 -1.443
P 1.015 -0.677 -0.200
Cl 2.052 0.338 -1.483
H -0.280 -0.722 -1.010

Atom charges from the Löwdin analysis, given in e for atoms 1 to 2: number 1, C, carries -0.49; number 2, N, carries 0.23

***

arrangement P is preferred energetically. Next in line: 1.802 eV higher.

***

Arrangement P

DFT (the ωB97M-V functional and the def2-TZVPD basis) results for C18H23NO5 in the gas phase.

Orbital gap = 9.1806 eV
SMILES = CCOc1cc(C(=O)NCc2ccco2)cc(OCC)c1OCC
2S+1 = 1

Cartesian coordinates (Å):
C -3.676 -4.116 -0.464
C -2.481 -3.192 -0.648
O -2.880 -1.898 -0.235
C -1.973 -0.880 -0.272
C -0.675 -1.035 -0.733
C 0.212 0.035 -0.769
C 1.585 -0.243 -1.276
O 1.835 -1.192 -1.997
N 2.535 0.643 -0.887
C 3.933 0.459 -1.223
C 4.729 -0.001 -0.046
C 4.876 -1.235 0.517
C 5.712 -1.058 1.646
C 6.007 0.268 1.687
O 5.414 0.918 0.671
C -0.228 1.291 -0.384
C -1.523 1.471 0.088
O -1.840 2.736 0.508
C -3.022 3.339 -0.002
C -2.962 3.529 -1.513
C -2.402 0.380 0.193
O -3.651 0.633 0.697
C -4.256 -0.296 1.583
C -3.389 -0.597 2.799
H -4.516 -3.758 -1.053
H -3.970 -4.145 0.581
H -3.417 -5.120 -0.789
H -1.635 -3.539 -0.039
H -2.174 -3.173 -1.701
H -0.314 -1.986 -1.088
H 2.314 1.325 -0.180
H 3.958 -0.297 -2.012
H 4.344 1.403 -1.593
H 4.444 -2.148 0.163
H 6.045 -1.815 2.327
H 6.605 0.851 2.359
H 0.397 2.167 -0.448
H -3.905 2.754 0.268
H -3.062 4.307 0.505
H -3.848 4.058 -1.852
H -2.917 2.562 -2.011
H -2.079 4.102 -1.788
H -5.176 0.210 1.889
H -4.515 -1.221 1.059
H -3.947 -1.208 3.503
H -2.491 -1.134 2.503
H -3.094 0.329 3.287

Atom charges from the Löwdin analysis, given in e for atoms 1 to 2: number 1, C, carries -0.06; number 2, C, carries -0.25

***

Arrangement Q

DFT (the ωB97M-V functional and the def2-TZVPD basis) results for C18H23NO5 in the gas phase.

Orbital gap = 9.5770 eV
SMILES = O=C(O)c1ccccc1C(=O)NC[C@H](O)COC[C@H]1CC=CCC1
2S+1 = 1

Cartesian coordinates (Å):
O 4.598 3.111 -1.515
C 4.150 2.028 -1.246
O 2.867 1.838 -0.905
C 4.921 0.760 -1.299
C 6.000 0.672 -2.173
C 6.722 -0.503 -2.269
C 6.374 -1.595 -1.490
C 5.310 -1.510 -0.607
C 4.579 -0.334 -0.500
C 3.495 -0.212 0.526
O 3.601 0.504 1.505
N 2.428 -1.005 0.297
C 1.251 -0.967 1.145
C 0.437 0.325 0.961
O 0.947 1.395 1.714
C -1.016 0.106 1.394
O -1.592 -0.871 0.557
C -2.896 -1.264 0.928
C -3.980 -0.216 0.646
C -3.942 0.225 -0.817
C -5.140 1.048 -1.175
C -6.238 1.100 -0.440
C -6.411 0.336 0.838
C -5.366 -0.770 0.969
H 2.410 2.688 -0.806
H 6.251 1.535 -2.770
H 7.558 -0.568 -2.949
H 6.936 -2.513 -1.563
H 5.052 -2.353 0.018
H 2.341 -1.451 -0.602
H 1.575 -1.032 2.188
H 0.622 -1.822 0.898
H 0.438 0.579 -0.113
H 1.913 1.286 1.783
H -1.540 1.066 1.324
H -1.038 -0.222 2.444
H -2.915 -1.538 1.994
H -3.094 -2.161 0.333
H -3.803 0.658 1.282
H -3.030 0.795 -1.011
H -3.906 -0.659 -1.463
H -5.071 1.609 -2.097
H -7.071 1.721 -0.737
H -7.416 -0.091 0.876
H -6.326 1.031 1.680
H -5.385 -1.184 1.979
H -5.600 -1.576 0.270

Atom charges from the Löwdin analysis, given in e for atoms 1 to 2: number 1, O, carries 0.13; number 2, C, carries -0.47

***

arrangement Q is preferred energetically. Next in line: 1.660 eV higher.

***

Arrangement P

DFT (the ωB97M-V functional and the def2-TZVPD basis) results for a 8-piece molecular cluster, H17NO7 overall.

Orbital gap = 10.7313 eV
SMILES = N.O.O.O.O.O.O.O
2S+1 = 1

Cartesian coordinates (Å):
N -1.350 -1.042 -1.584
H -1.689 -0.654 -0.717
H -2.020 -1.530 -2.155
H -0.547 -1.637 -1.455
O -0.467 1.809 -1.719
H -0.431 2.438 -2.449
H -0.647 0.940 -2.123
O 1.344 -4.596 -0.292
H 2.164 -4.329 -0.719
H 1.605 -5.261 0.352
O -1.478 2.410 0.929
H -1.554 2.328 -0.033
H -0.627 2.858 1.066
O 1.964 1.361 -0.368
H 1.602 0.540 -0.007
H 1.242 1.688 -0.935
O -1.734 -0.217 1.407
H -1.563 -0.555 2.267
H -1.527 0.740 1.403
O 0.703 -2.104 1.268
H 0.911 -2.671 0.511
H -0.231 -1.907 1.114
O 1.186 3.388 1.320
H 1.450 2.608 0.790
H 1.694 3.395 2.131

Atom charges from the Löwdin analysis, given in e for atoms 1 to 2: number 1, N, carries 0.05; number 2, H, carries -0.01

***

Arrangement Q

DFT (the ωB97M-V functional and the def2-TZVPD basis) results for a 8-piece molecular cluster, H17NO7 overall.

Orbital gap = 10.8230 eV
SMILES = N.O.O.O.O.O.O.O
2S+1 = 1

Cartesian coordinates (Å):
N 1.808 -0.489 -1.749
H 1.481 -0.169 -0.823
H 0.999 -0.158 -2.275
H 2.482 0.263 -1.862
O -1.578 0.244 -0.391
H -2.441 0.360 0.003
H -1.247 -0.661 -0.352
O 0.358 -1.388 1.583
H 0.864 -1.670 2.355
H 0.464 -0.432 1.702
O -1.821 0.527 2.917
H -2.249 -0.287 2.636
H -2.537 1.161 3.007
O 1.290 2.616 0.703
H 0.512 2.666 1.268
H 1.270 1.646 0.656
O -1.595 -2.531 -0.919
H -0.778 -2.167 -0.569
H -1.304 -3.324 -1.359
O 2.584 0.018 0.822
H 2.302 -0.872 0.609
H 3.510 0.215 0.952
O -0.999 1.170 -3.185
H -0.553 0.904 -2.371
H -1.884 0.943 -2.882

Atom charges from the Löwdin analysis, given in e for atoms 1 to 2: number 1, N, carries 0.03; number 2, H, carries -0.03

***

arrangement P is preferred energetically. Next in line: 1.867 eV higher.